Record 1
ORCA calculation (wB97M-V/def2-TZVPD) on 13 unconnected molecules or ions with the total composition C39H91N13O13 in a non-equilibrium geometry.

Each line ends with the Mulliken charge.
Element x y z (Å)
C1 2.85 -4.72 2.24  -0.65
O1 2.79 -5.58 1.38  -0.20
N1 1.83 -4.01 2.78  1.14
C2 0.48 -3.82 2.23  -1.14
C3 1.95 -3.18 3.93  -1.72
H1 3.77 -4.56 2.82  0.21
H2 0.43 -3.66 1.15  0.13
H3 0.11 -2.83 2.50  0.00
H4 -0.20 -4.62 2.54  0.53
H5 2.92 -3.27 4.42  0.31
H6 1.75 -2.16 3.62  0.02
H7 1.19 -3.45 4.66  0.80
C4 2.11 5.74 4.33  0.14
O2 2.10 6.64 3.47  -0.64
N2 2.08 4.45 4.03  0.31
C5 1.87 3.91 2.66  -1.03
C6 2.41 3.47 5.00  -0.76
H8 2.32 5.92 5.39  0.31
H9 1.17 3.08 2.53  0.15
H10 2.73 3.45 2.17  0.35
H11 1.37 4.66 2.06  0.36
H12 3.37 3.02 4.74  0.40
H13 2.55 4.03 5.93  0.30
H14 1.63 2.71 5.02  0.03
C7 -6.49 1.06 -1.15  0.15
O3 -7.65 1.08 -0.72  -0.69
N3 -5.40 0.80 -0.43  0.47
C8 -4.11 0.76 -1.11  -0.19
C9 -5.32 0.47 0.97  -1.14
H15 -6.29 1.06 -2.24  0.36
H16 -3.43 1.42 -0.58  -0.70
H17 -4.08 0.99 -2.18  0.60
H18 -3.69 -0.23 -0.88  0.14
H19 -5.09 -0.56 1.24  0.32
H20 -4.51 1.15 1.26  0.25
H21 -6.16 0.87 1.54  0.43
C10 2.91 -1.06 -4.19  0.25
O4 2.93 -1.41 -5.39  -0.80
N4 3.70 -0.05 -3.67  0.57
C11 4.70 0.79 -4.35  -1.23
C12 3.43 0.44 -2.30  -1.17
H22 2.13 -1.43 -3.51  0.58
H23 4.38 1.84 -4.39  0.35
H24 4.83 0.50 -5.39  0.30
H25 5.62 0.78 -3.77  0.36
H26 4.31 0.42 -1.67  0.30
H27 3.20 1.48 -2.56  0.51
H28 2.59 0.03 -1.74  -0.05
C13 -5.18 -1.28 -4.11  0.09
O5 -6.17 -0.59 -4.22  -0.64
N5 -5.16 -2.36 -3.34  0.17
C14 -3.97 -2.79 -2.63  -0.58
C15 -6.38 -2.86 -2.74  -1.03
H29 -4.20 -1.21 -4.62  0.39
H30 -3.10 -2.34 -3.11  -0.14
H31 -3.88 -3.86 -2.77  0.45
H32 -3.96 -2.62 -1.55  0.24
H33 -7.27 -2.45 -3.21  0.33
H34 -6.57 -3.92 -2.91  0.31
H35 -6.29 -2.61 -1.69  0.33
C16 -3.41 6.63 0.10  0.08
O6 -3.75 7.76 0.52  -0.63
N6 -4.08 5.49 0.23  0.31
C17 -5.37 5.38 0.98  -1.02
C18 -3.66 4.21 -0.42  -0.80
H36 -2.54 6.63 -0.58  0.35
H37 -5.40 4.65 1.79  0.28
H38 -6.18 5.02 0.35  0.42
H39 -5.75 6.34 1.35  0.33
H40 -3.00 3.62 0.20  0.09
H41 -4.59 3.74 -0.75  0.29
H42 -3.14 4.59 -1.30  0.33
C19 -0.56 -2.81 -4.90  -0.11
O7 -0.79 -2.52 -3.71  -0.52
N7 0.35 -3.76 -5.26  0.46
C20 0.65 -3.87 -6.69  -1.20
C21 1.15 -4.54 -4.37  -0.90
H43 -1.02 -2.28 -5.75  0.34
H44 1.54 -4.46 -6.87  0.38
H45 0.66 -2.83 -7.00  0.30
H46 -0.22 -4.35 -7.15  0.39
H47 2.20 -4.31 -4.55  0.14
H48 0.87 -4.30 -3.34  0.16
H49 1.16 -5.61 -4.56  0.54
C22 1.28 -0.25 0.77  1.03
O8 1.66 0.48 1.67  -1.34
N8 0.05 -0.15 0.20  0.38
C23 -1.02 0.73 0.68  0.91
C24 -0.26 -0.81 -1.09  -1.35
H50 1.81 -1.12 0.36  0.80
H51 -1.34 1.28 -0.20  -0.39
H52 -0.83 1.40 1.53  -0.55
H53 -1.89 0.20 1.04  -0.02
H54 -0.12 -0.15 -1.95  0.04
H55 0.38 -1.69 -1.19  0.28
H56 -1.22 -1.33 -1.13  0.56
C25 4.01 -3.61 -1.13  0.42
O9 3.54 -2.53 -1.58  -0.36
N9 4.51 -4.58 -1.95  0.77
C26 4.86 -5.90 -1.43  -1.10
C27 4.56 -4.33 -3.44  -0.86
H57 4.00 -3.89 -0.07  -0.44
H58 4.81 -6.03 -0.35  0.15
H59 5.81 -6.14 -1.90  0.46
H60 4.24 -6.70 -1.82  0.29
H61 5.55 -4.15 -3.85  0.39
H62 4.25 -5.18 -4.06  0.41
H63 3.91 -3.49 -3.68  -0.28
C28 -1.41 4.49 5.38  0.09
O10 -1.67 3.63 6.21  -0.62
N10 -1.92 4.48 4.15  0.20
C29 -1.77 5.69 3.22  -0.91
C30 -2.80 3.44 3.51  -0.61
H64 -0.82 5.41 5.53  0.34
H65 -1.03 6.42 3.56  0.40
H66 -2.75 6.10 3.01  0.38
H67 -1.33 5.26 2.32  0.17
H68 -3.85 3.72 3.51  0.38
H69 -2.40 3.41 2.49  -0.19
H70 -2.66 2.43 3.90  0.28
C31 -2.37 -1.45 3.90  -0.34
O11 -2.88 -0.81 2.96  -0.36
N11 -1.51 -1.07 4.86  0.77
C32 -1.14 -1.90 6.02  -0.73
C33 -0.77 0.19 4.61  -0.41
H71 -2.78 -2.42 4.21  0.22
H72 -1.10 -1.21 6.86  0.31
H73 -0.18 -2.37 5.81  0.07
H74 -1.82 -2.72 6.25  0.38
H75 0.27 0.09 4.29  0.33
H76 -1.16 0.83 3.83  -0.74
H77 -0.73 0.97 5.37  0.46
C34 -1.57 0.81 -4.61  -0.02
O12 -2.67 0.76 -4.03  -0.47
N12 -0.49 1.52 -4.17  0.46
C35 -0.46 2.29 -2.92  -0.52
C36 0.82 1.53 -4.97  -0.76
H78 -1.35 0.30 -5.57  0.25
H79 -1.35 2.00 -2.35  -0.47
H80 -0.49 3.35 -3.17  0.56
H81 0.40 2.03 -2.30  0.25
H82 0.78 0.78 -5.77  0.30
H83 1.05 2.48 -5.44  0.41
H84 1.70 1.40 -4.34  0.00
C37 5.01 0.23 3.45  0.13
O13 5.51 1.23 3.96  -0.60
N13 5.71 -0.71 2.78  1.08
C38 5.17 -1.91 2.13  -0.95
C39 7.23 -0.55 2.75  -1.31
H85 3.93 0.03 3.44  -0.05
H86 4.09 -2.03 2.24  -0.36
H87 5.61 -2.77 2.64  0.50
H88 5.43 -1.89 1.07  0.19
H89 7.51 -0.78 1.73  0.40
H90 7.61 0.45 2.96  0.26
H91 7.76 -1.18 3.46  0.39

The HOMO-LUMO gap (spin up / spin down) is 1.54 / 9.22 eV. Its HOMO energy (spin up / spin down) is 0.369 / -7.375 eV. The value obtained for the LUMO energy (spin up / spin down) is 1.91 / 1.85 eV. Its total energy is -87904.018 eV. As for the total charge: -1. As for the spin multiplicity: 2.


Record 2
ORCA calculation (wB97M-V/def2-TZVPD) on a molecular structure, C39H92NO17Zn in a non-equilibrium geometry.

Each line ends with the Mulliken charge.
Element x y z (Å)
Zn1 -11.23 13.13 0.93  1.60
C1 -15.62 12.19 -0.30  -1.32
C2 -15.47 13.68 -0.60  1.81
C3 -16.92 14.23 -0.47  -0.85
C4 -16.97 15.78 -0.70  -0.27
C5 -16.05 16.44 0.35  -2.12
C6 -14.59 15.93 0.40  2.60
N1 -14.55 14.41 0.29  -0.24
O1 -13.18 13.83 0.44  0.81
C7 -14.07 16.45 1.75  -1.27
C8 -13.80 16.59 -0.81  -1.44
C9 -15.02 13.70 -2.11  -0.87
H1 -14.74 11.54 -0.39  -0.03
H2 -16.34 11.66 -0.92  0.25
H3 -15.94 11.90 0.71  0.26
H4 -17.48 14.00 0.43  0.40
H5 -17.49 13.79 -1.28  -0.25
H6 -18.01 16.11 -0.72  0.58
H7 -16.59 16.10 -1.67  -0.13
H8 -16.43 16.36 1.37  0.24
H9 -16.03 17.51 0.15  0.51
H10 -14.13 17.54 1.88  0.48
H11 -13.04 16.16 1.96  -0.28
H12 -14.62 16.03 2.60  0.09
H13 -14.42 17.22 -1.45  0.04
H14 -13.54 15.88 -1.60  -0.02
H15 -12.88 17.08 -0.49  0.50
H16 -14.01 13.32 -2.26  0.49
H17 -15.20 14.68 -2.53  -0.54
H18 -15.63 13.03 -2.72  -0.22
C10 -8.50 16.10 1.95  -1.24
C11 -7.17 15.95 1.97  0.65
C12 -6.52 14.64 1.89  0.09
O2 -5.19 14.47 1.87  -0.77
C13 -7.20 13.50 1.66  -0.98
C14 -8.66 13.51 1.63  0.60
C15 -9.30 14.94 1.66  0.41
O3 -10.49 14.91 1.30  -0.34
O4 -9.40 12.52 1.54  -0.56
O5 -6.55 17.06 1.95  -0.78
H19 -8.99 17.05 2.00  0.48
H20 -6.69 12.56 1.57  0.41
C16 -14.26 17.32 -4.57  -0.79
C17 -15.60 18.10 -4.52  0.17
O6 -15.38 19.49 -4.87  -0.59
H21 -14.34 16.36 -4.08  -0.08
H22 -13.44 17.90 -4.14  0.34
H23 -13.94 17.23 -5.61  0.43
H24 -16.07 18.20 -3.54  0.09
H25 -16.27 17.67 -5.27  0.18
H26 -16.22 19.93 -4.92  0.29
C18 -11.04 9.37 1.80  -1.33
C19 -11.96 10.01 0.80  -0.24
O7 -11.37 11.10 0.23  0.01
H27 -11.52 8.64 2.44  0.34
H28 -10.32 10.01 2.31  0.19
H29 -10.52 8.68 1.14  0.45
H30 -12.82 10.50 1.25  -0.04
H31 -12.39 9.42 -0.01  0.62
H32 -10.81 10.84 -0.50  0.07
C20 -14.06 12.84 -5.75  -0.49
C21 -13.02 11.90 -6.12  -0.47
O8 -13.53 10.60 -6.08  -0.61
H33 -13.72 13.88 -5.66  0.30
H34 -14.40 12.64 -4.73  0.05
H35 -14.95 13.04 -6.35  0.34
H36 -12.17 11.96 -5.43  0.20
H37 -12.51 12.13 -7.06  0.37
H38 -14.15 10.41 -6.79  0.28
C22 -15.66 14.01 5.23  -1.04
C23 -15.94 12.93 4.17  -0.26
O9 -14.81 12.85 3.34  -0.50
H39 -16.43 14.13 5.98  0.43
H40 -15.66 14.95 4.69  0.21
H41 -14.76 14.10 5.84  0.23
H42 -16.92 12.99 3.70  0.26
H43 -15.85 12.01 4.74  0.27
H44 -14.86 13.60 2.74  -0.10
C24 -18.36 18.80 2.87  -1.08
C25 -17.07 19.50 2.46  0.12
O10 -17.16 20.82 2.89  -0.56
H45 -18.36 17.72 2.73  0.32
H46 -19.17 19.15 2.22  0.26
H47 -18.57 18.99 3.92  0.35
H48 -16.93 19.37 1.39  0.16
H49 -16.18 19.09 2.94  0.17
H50 -16.74 21.40 2.26  0.32
C26 -11.72 14.44 4.48  -0.51
C27 -11.36 13.00 4.01  -0.52
O11 -11.96 12.62 2.79  0.27
H51 -11.64 15.12 3.63  -0.10
H52 -11.05 14.76 5.28  0.47
H53 -12.75 14.57 4.80  -0.09
H54 -11.40 12.15 4.69  0.51
H55 -10.29 13.10 3.84  0.18
H56 -12.88 12.68 3.04  0.13
C28 -9.08 15.27 -1.85  -0.79
C29 -10.53 14.71 -1.93  0.11
O12 -10.55 13.45 -1.21  -0.14
H57 -8.89 16.01 -1.07  -0.14
H58 -8.70 15.81 -2.72  0.41
H59 -8.45 14.40 -1.68  0.27
H60 -10.87 14.45 -2.93  0.56
H61 -11.29 15.28 -1.39  -0.34
H62 -10.26 12.69 -1.71  0.05
C30 -18.98 11.28 0.19  -0.47
C31 -19.50 9.90 -0.33  -0.32
O13 -20.13 9.10 0.62  -0.54
H63 -18.61 11.95 -0.59  0.02
H64 -18.15 11.04 0.85  0.14
H65 -19.71 11.78 0.83  0.44
H66 -18.72 9.27 -0.75  0.15
H67 -20.21 10.12 -1.13  0.28
H68 -20.58 8.49 0.02  0.34
C32 -9.72 18.71 -0.11  -0.37
C33 -8.98 20.01 -0.40  -0.53
O14 -8.51 19.97 -1.73  -0.52
H69 -8.98 17.91 -0.05  -0.05
H70 -10.36 18.41 -0.94  0.14
H71 -10.34 18.73 0.79  0.39
H72 -8.17 20.13 0.33  0.33
H73 -9.66 20.85 -0.27  0.29
H74 -9.22 19.81 -2.35  0.30
C34 -18.06 12.13 -5.80  -1.22
C35 -18.23 13.48 -5.07  0.82
O15 -17.89 14.45 -6.00  -0.56
H75 -17.04 11.85 -6.08  0.13
H76 -18.75 12.20 -6.64  0.40
H77 -18.31 11.30 -5.14  0.34
H78 -17.64 13.51 -4.16  -0.45
H79 -19.25 13.51 -4.66  0.32
H80 -18.24 15.28 -5.65  0.24
C36 -19.90 15.91 -2.79  -0.71
C37 -19.39 17.37 -3.09  -0.15
O16 -19.04 17.52 -4.46  -0.47
H81 -19.09 15.19 -2.71  -0.26
H82 -20.58 15.56 -3.56  0.42
H83 -20.45 15.93 -1.85  0.44
H84 -18.56 17.61 -2.42  0.22
H85 -20.22 18.06 -2.91  0.38
H86 -19.08 18.47 -4.61  0.27
C38 -15.95 8.86 -2.20  -1.01
C39 -15.38 9.71 -3.40  0.74
O17 -14.11 9.32 -3.74  -0.60
H87 -15.39 8.98 -1.27  0.25
H88 -15.98 7.79 -2.39  0.43
H89 -17.02 9.08 -2.12  0.07
H90 -15.32 10.75 -3.07  -0.48
H91 -16.07 9.83 -4.23  0.24
H92 -13.87 9.77 -4.55  0.47

The HOMO-LUMO gap is 5.51 eV. Its HOMO energy is -4.099 eV. The value obtained for the LUMO energy is 1.41 eV. Its total energy is -126644.532 eV. As for the total charge: -1.